No. 1
Formula: C30H34Cl2N10O2Pt
Source: the OMol25 dataset
Level of theory: the ωB97M-V functional and the def2-TZVPD basis

Results
Total charge: +2
<S²>: 6.032
Total energy: -2900.7716 a.u.
M: 832.65 g mol⁻¹
Max |F|: 0.024 Eh/bohr
LUMO level (spin up / spin down): -5.4 / -8.1 eV
HOMO level (spin up / spin down): -0.47430 / -0.50340 Eh
2S+1: 5

```
79
Properties=species:S:1:pos:R:3:forces:R:3
Pt 0.091 0.263 0.092 -0.27 -0.47 -0.12
Cl 5.980 4.191 0.912 0.00 -0.19 0.09
C 4.494 3.563 0.361 -0.02 -0.47 0.31
C 4.003 2.376 0.860 0.49 0.40 0.01
C 2.765 1.881 0.427 -0.12 -0.06 0.07
N 2.137 0.811 0.934 -0.49 0.20 -0.84
C 2.636 -0.083 1.832 0.28 -0.41 0.17
O 3.777 -0.487 1.908 -0.21 0.20 0.12
C 1.545 -0.526 2.769 0.28 -0.23 0.54
C 1.856 -0.954 4.055 -0.04 -0.05 -0.39
C 0.819 -1.203 4.940 -0.13 0.07 -0.13
C -0.487 -1.016 4.509 0.16 -0.03 0.01
C -0.709 -0.613 3.201 -0.38 -0.11 0.24
N 0.285 -0.374 2.358 0.05 0.20 -0.40
C 2.017 2.625 -0.563 0.22 0.07 0.06
C 2.538 3.824 -1.058 0.19 0.32 -0.06
C 3.759 4.291 -0.620 -0.43 -0.05 -0.24
Cl 4.402 5.735 -1.250 -0.15 -0.02 -0.06
N 0.885 2.045 -0.996 0.12 -0.81 0.64
C -0.002 2.584 -1.889 -0.38 0.33 -0.22
O -0.266 3.758 -2.021 0.11 -0.34 -0.12
C -0.568 1.490 -2.747 -0.21 0.22 -0.70
C -0.956 1.750 -4.059 0.00 -0.01 0.46
C -1.268 0.678 -4.880 0.02 -0.16 0.10
C -1.179 -0.607 -4.366 0.03 0.22 0.06
C -0.796 -0.772 -3.041 -0.13 -0.40 -0.27
N -0.509 0.253 -2.255 0.22 0.22 0.40
H 4.572 1.824 1.590 0.06 -0.01 0.05
H 2.892 -1.081 4.328 0.06 0.04 0.02
H 1.026 -1.521 5.951 0.01 -0.02 0.06
H -1.321 -1.180 5.173 -0.07 -0.01 0.01
H -1.712 -0.475 2.814 0.03 0.02 -0.02
H 1.970 4.383 -1.784 0.05 0.10 -0.03
H -0.989 2.768 -4.414 0.03 0.11 0.02
H -1.552 0.841 -5.908 -0.04 0.01 -0.07
H -1.390 -1.467 -4.981 0.01 -0.10 -0.01
H -0.696 -1.760 -2.609 0.02 0.03 0.06
C -5.031 -0.061 -0.928 -0.01 -0.46 -0.10
N -4.198 0.987 -0.392 0.52 0.07 0.21
C -4.825 2.279 -0.167 -0.26 0.33 0.08
C -3.717 3.121 0.466 -0.11 0.41 -0.04
N -2.671 2.147 0.697 -0.06 -0.33 -0.35
C -1.454 2.519 1.350 0.09 -0.08 0.15
C -2.967 0.929 0.176 -0.47 0.59 0.10
N -2.129 -0.070 0.282 1.12 -0.39 0.04
C -2.417 -1.408 -0.192 0.06 -0.45 -0.10
C -1.341 -2.391 0.283 -0.45 0.01 0.01
N -0.023 -2.003 -0.190 -0.07 1.00 -0.19
C 1.033 -2.758 0.021 0.53 -0.36 -0.02
N 2.254 -2.432 -0.455 -0.29 -0.10 0.25
C 2.624 -1.353 -1.325 -0.15 0.29 -0.28
C 3.280 -3.354 -0.012 0.32 -0.06 0.21
C 2.461 -4.504 0.558 0.31 -0.16 -0.13
N 1.128 -3.934 0.711 0.10 0.48 -0.03
C 0.106 -4.904 1.037 -0.48 -0.10 0.05
H -5.936 0.405 -1.310 0.04 -0.04 -0.04
H -5.324 -0.783 -0.164 -0.07 0.01 -0.04
H -4.540 -0.574 -1.751 -0.08 -0.06 -0.02
H -5.693 2.171 0.492 0.09 0.01 -0.04
H -5.171 2.687 -1.119 0.02 0.02 0.11
H -4.025 3.580 1.410 -0.02 -0.04 -0.11
H -3.360 3.917 -0.198 -0.04 -0.09 0.05
H -1.198 3.546 1.081 0.16 -0.10 -0.09
H -0.641 1.824 1.018 -0.42 1.03 0.58
H -1.540 2.456 2.439 0.14 -0.10 -0.02
H -2.450 -1.438 -1.285 -0.12 -0.06 0.05
H -3.375 -1.766 0.192 0.07 -0.02 -0.04
H -1.608 -3.372 -0.123 -0.03 0.10 0.12
H -1.370 -2.446 1.378 -0.06 -0.03 -0.08
H 1.766 -0.706 -1.516 0.31 -0.16 -0.09
H 2.982 -1.755 -2.275 -0.01 0.00 -0.05
H 3.430 -0.769 -0.877 -0.01 0.05 0.02
H 3.914 -2.876 0.742 -0.04 -0.03 -0.06
H 3.909 -3.650 -0.852 -0.03 -0.04 0.05
H 2.824 -4.850 1.527 0.03 0.01 -0.09
H 2.422 -5.360 -0.125 0.02 0.05 0.04
H 0.597 -5.712 1.575 -0.06 0.02 0.03
H -0.355 -5.332 0.142 0.02 -0.01 0.05
H -0.662 -4.493 1.685 0.00 -0.05 0.00
```
Forces are in eV/Å.

Atomic partial charges in e from the Löwdin method, atoms 1 to 8: atom 1 (Pt): 1.396, atom 2 (Cl): 0.777, atom 3 (C): -0.654, atom 4 (C): -0.011, atom 5 (C): -0.186, atom 6 (N): 0.034, atom 7 (C): -0.447, atom 8 (O): 0.118

=====

No. 2
Formula: C30H34Cl5N7O5P2V
Source: the OMol25 dataset
Level of theory: the ωB97M-V functional and the def2-TZVPD basis

Results
<S²>: 3.769
Total energy: -5851.0190 a.u.
Energy relative to the best compared isomer or geometry (same formula, charge and spin): 0.900 eV
M: 862.80 g mol⁻¹
Max |F|: 0.044 Eh/bohr
LUMO level (spin up / spin down): -0.4 / -0.6 eV
HOMO level (spin up / spin down): -0.26801 / -0.28310 Eh
2S+1: 4

```
84
Properties=species:S:1:pos:R:3:forces:R:3
V -0.292 -0.737 0.086 1.69 0.80 1.29
O -3.746 -1.209 -5.748 0.00 0.21 0.24
C -4.243 -0.795 -4.683 -0.59 -0.40 -0.47
O -5.374 -0.340 -4.422 0.31 0.07 -0.02
C -3.309 -0.899 -3.470 0.37 0.15 0.28
C -3.700 -0.387 -2.236 -0.37 0.05 -0.14
C -2.804 -0.381 -1.194 0.33 0.01 0.51
N -1.558 -0.855 -1.371 -0.72 -0.08 -0.84
C -1.159 -1.374 -2.544 0.44 -0.03 0.38
C -2.027 -1.422 -3.610 -0.10 -0.08 -0.33
C 0.293 -1.776 -2.551 -0.60 0.25 0.14
C 0.951 -2.186 -3.696 -0.01 -0.11 -0.20
C 2.311 -2.438 -3.640 -0.06 -0.04 -0.16
C 2.974 -2.294 -2.434 0.08 -0.01 0.06
C 2.247 -1.898 -1.329 -0.29 0.01 0.12
N 0.938 -1.633 -1.377 0.32 -0.17 -0.60
C -3.050 0.123 0.205 0.18 -0.26 -0.64
C -4.238 0.712 0.598 -0.22 0.00 -0.01
C -4.381 1.119 1.913 -0.16 0.04 -0.08
C -3.338 0.920 2.800 0.05 -0.03 0.09
C -2.175 0.344 2.329 0.11 -0.10 -0.22
N -2.021 -0.037 1.057 -0.60 0.34 0.18
H -4.709 0.000 -2.162 0.03 -0.01 -0.03
H -1.760 -1.813 -4.584 -0.02 0.03 0.01
H 0.399 -2.301 -4.619 0.04 0.03 0.00
H 2.846 -2.741 -4.531 -0.03 -0.01 0.03
H 4.034 -2.483 -2.343 -0.02 -0.01 -0.01
H 2.717 -1.780 -0.362 0.01 0.04 0.02
H -5.042 0.829 -0.117 0.02 0.03 0.03
H -5.304 1.581 2.241 0.02 -0.03 -0.01
H -3.415 1.203 3.841 -0.01 0.00 -0.02
H -1.322 0.182 2.975 0.03 0.02 0.00
C 3.799 2.370 -2.247 -0.07 0.02 -0.11
N 2.511 2.859 -2.741 0.41 0.20 -0.13
C 2.598 4.169 -3.380 0.02 -0.09 0.03
P 1.169 2.450 -1.905 0.15 -0.74 0.39
O 1.267 1.059 -1.401 -0.15 0.33 -0.08
O 1.057 3.540 -0.707 0.15 0.16 -0.22
P 0.592 3.251 0.815 -0.38 -0.76 0.08
O -0.037 1.922 0.963 0.09 0.23 0.06
N 1.953 3.408 1.707 0.48 0.07 0.24
C 2.929 2.319 1.604 -0.06 0.07 -0.01
C 2.573 4.718 1.872 -0.03 -0.07 0.05
N -0.395 4.501 1.164 -0.39 0.27 -0.06
C -0.344 5.800 0.504 0.03 -0.04 0.07
C -1.696 4.203 1.770 0.11 0.10 0.01
N -0.107 2.830 -2.842 -0.70 -0.02 -0.17
C -1.100 3.825 -2.440 -0.01 -0.05 -0.11
C -0.702 1.725 -3.613 0.12 0.14 -0.07
H 4.483 2.249 -3.088 0.01 0.02 -0.03
H 3.670 1.405 -1.764 -0.05 -0.02 0.00
H 4.250 3.073 -1.539 0.02 0.02 0.02
H 3.314 4.119 -4.201 0.02 -0.01 -0.01
H 2.935 4.938 -2.675 0.00 0.02 0.00
H 1.633 4.459 -3.792 -0.03 -0.05 0.04
H 2.423 1.374 1.425 -0.04 0.08 -0.01
H 3.490 2.247 2.536 -0.01 0.02 0.02
H 3.636 2.493 0.786 0.03 0.02 -0.03
H 1.819 5.485 2.039 -0.02 -0.05 0.00
H 3.183 4.997 1.005 0.00 0.00 -0.02
H 3.220 4.696 2.749 0.02 -0.03 0.01
H 0.595 5.946 -0.025 0.02 -0.07 0.00
H -0.445 6.596 1.244 0.00 0.02 0.03
H -1.161 5.901 -0.215 -0.04 0.01 -0.03
H -1.667 3.260 2.305 0.07 -0.04 -0.02
H -2.476 4.139 1.005 -0.03 0.02 -0.01
H -1.956 4.996 2.471 0.00 0.03 0.00
H -0.627 4.758 -2.153 0.07 0.03 0.02
H -1.734 3.476 -1.616 0.00 -0.03 0.01
H -1.742 4.019 -3.299 0.00 0.01 0.01
H 0.044 0.968 -3.847 0.05 0.03 0.05
H -1.104 2.109 -4.550 -0.01 0.03 -0.01
H -1.512 1.259 -3.051 -0.02 0.00 0.00
Cl 1.378 -0.955 2.201 -0.27 -0.29 -0.08
C 0.477 -2.513 2.100 0.28 0.24 0.12
C -0.433 -2.568 1.070 -0.07 -0.57 0.35
C -1.114 -3.775 0.993 -0.21 -0.32 -0.02
Cl -2.321 -4.002 -0.257 0.20 0.19 0.10
C -0.887 -4.834 1.876 -0.05 -0.07 0.00
Cl -1.753 -6.322 1.732 0.05 0.14 -0.01
C 0.056 -4.700 2.902 -0.08 -0.16 -0.01
Cl 0.352 -5.992 4.007 -0.02 0.12 -0.09
C 0.757 -3.509 3.023 0.19 0.24 0.06
Cl 1.934 -3.267 4.263 -0.09 -0.10 -0.05
```
Forces are in eV/Å.

Atomic partial charges in e from the Löwdin method, atoms 1 to 8: atom 1 (V): 0.654, atom 2 (O): -0.033, atom 3 (C): -0.687, atom 4 (O): -0.032, atom 5 (C): -0.077, atom 6 (C): 0.063, atom 7 (C): -0.174, atom 8 (N): 0.010